1.
ORCA calculation (ωB97M-V/def2-TZVPD) on a molecular structure, C23H18ClCsN5O2S.

Cartesian coordinates (Å):
Cs  0.168  0.332  0.278
N  -1.842  -3.229  3.524
C  -0.554  -3.589  3.951
C  0.310  -2.919  3.147
N  -0.392  -2.120  2.261
C  -1.686  -2.211  2.564
C  -2.819  -1.417  1.911
N  -2.636  -0.397  1.092
C  -3.883  -0.005  0.624
C  -4.843  -0.685  1.332
N  -4.159  -1.616  2.149
H  -2.719  -3.691  3.783
H  -0.356  -4.286  4.755
H  1.395  -2.914  2.990
H  -3.959  0.833  -0.013
H  -5.954  -0.571  1.336
H  -4.633  -2.203  2.807
C  -1.242  -2.874  -1.834
C  -1.049  -1.722  -2.765
C  -0.682  -1.963  -4.111
C  -0.569  -0.922  -4.981
C  -0.801  0.409  -4.531
C  -0.675  1.507  -5.378
C  -1.145  2.750  -5.006
C  -1.670  2.895  -3.739
C  -1.874  1.857  -2.818
S  -2.456  2.147  -1.257
C  -1.396  0.538  -3.235
N  -1.335  -0.464  -2.368
H  -2.258  -3.256  -2.003
H  -1.221  -2.543  -0.782
H  -0.541  -3.762  -2.058
H  -0.379  -2.960  -4.444
H  -0.155  -1.100  -5.987
H  -0.241  1.331  -6.378
H  -0.955  3.588  -5.665
H  -1.862  3.877  -3.359
Cl  7.309  2.424  4.137
C  5.919  2.388  3.113
C  6.151  2.193  1.733
C  5.092  1.999  0.869
C  3.758  2.082  1.374
O  2.839  1.799  0.560
C  3.466  2.506  2.764
C  2.045  2.408  3.189
O  1.251  1.542  2.795
C  4.577  2.446  3.622
H  7.234  2.169  1.496
H  5.180  1.749  -0.168
H  1.802  3.107  3.999
H  4.443  2.545  4.723

The molecular weight is 596.855 g mol⁻¹. As for the total charge: -1. The multiplicity is 1. Its orbital gap is 5.06 eV. As for the HOMO energy: -3.5 eV. The value obtained for the energy above the lowest of the compared OMol25 structures with the same formula, charge and spin is 12.5 kcal/mol. The value obtained for the total energy is -2190.10508 a.u.



2.
ORCA calculation (ωB97M-V/def2-TZVPD) on a molecular structure, C23H18ClF6FeN2O4P.

Cartesian coordinates (Å):
Fe  -0.242  0.393  0.258
O  -1.743  0.919  -0.875
C  -2.084  1.892  -1.648
C  -3.342  1.858  -2.301
C  -3.736  2.869  -3.141
C  -2.917  3.981  -3.381
C  -1.696  4.039  -2.750
C  -1.257  3.020  -1.893
C  0.032  3.173  -1.261
N  0.602  2.330  -0.496
C  1.905  2.698  0.068
C  2.407  1.514  0.889
N  1.247  1.033  1.607
C  1.345  0.542  2.782
C  0.217  0.025  3.515
C  0.439  -0.563  4.767
C  -0.606  -1.019  5.536
C  -1.911  -0.875  5.049
C  -2.160  -0.300  3.824
C  -1.102  0.151  3.006
O  -1.357  0.689  1.846
H  -3.974  1.000  -2.112
H  -4.703  2.805  -3.627
H  -3.238  4.772  -4.044
H  -1.041  4.890  -2.912
H  0.545  4.118  -1.481
H  1.782  3.576  0.710
H  2.611  2.947  -0.728
H  3.227  1.795  1.555
H  2.759  0.712  0.234
H  2.316  0.526  3.280
H  1.462  -0.668  5.110
H  -0.424  -1.490  6.493
H  -2.744  -1.230  5.645
H  -3.167  -0.195  3.442
Cl  -0.159  -4.811  -4.913
C  0.082  -3.480  -3.806
C  0.963  -2.446  -4.160
C  1.179  -1.394  -3.316
C  0.518  -1.305  -2.059
O  0.757  -0.310  -1.287
C  -0.371  -2.363  -1.727
C  -1.074  -2.395  -0.480
O  -1.096  -1.518  0.384
C  -0.566  -3.444  -2.607
H  1.476  -2.498  -5.112
H  1.867  -0.601  -3.574
H  -1.649  -3.310  -0.274
H  -1.233  -4.248  -2.320
F  1.580  -1.536  0.999
P  2.846  -2.563  1.181
F  3.529  -1.914  -0.135
F  3.579  -1.429  2.103
F  4.100  -3.552  1.369
F  2.142  -3.164  2.504
F  2.079  -3.644  0.261

The molecular weight is 622.667 g mol⁻¹. As for the total charge: -1. The multiplicity is 6. Its orbital gap (alpha / beta) is 8.09 / 7.41 eV. As for the HOMO energy (alpha / beta): -5.5 / -5.4 eV. The value obtained for the energy above the lowest of the compared OMol25 structures with the same formula, charge and spin is 15.3 kcal/mol. The value obtained for the total energy is -3962.58795 a.u. Its expectation value of S² is 8.76.



3.
ORCA calculation (ωB97M-V/def2-TZVPD) on a molecular structure, C23H18F3N5O4Sn.

Cartesian coordinates (Å):
Sn  -0.709  0.630  0.883
O  -4.646  1.284  -1.616
C  -3.501  1.101  -1.288
N  -2.840  1.411  -0.113
C  -3.640  2.028  0.883
O  -4.841  2.032  0.952
C  -2.901  2.774  1.972
C  -3.634  3.661  2.750
C  -2.988  4.335  3.773
C  -1.635  4.107  3.983
C  -0.984  3.207  3.161
N  -1.606  2.556  2.175
C  -2.663  0.555  -2.449
C  -3.295  0.012  -3.543
C  -2.551  -0.617  -4.593
C  -1.216  -0.431  -4.713
C  -0.532  0.421  -3.721
N  -1.328  0.575  -2.493
H  -4.686  3.792  2.544
H  -3.532  5.026  4.403
H  -1.098  4.603  4.779
H  0.074  2.999  3.282
H  -4.378  -0.011  -3.545
H  -3.079  -1.199  -5.336
H  -0.655  -0.815  -5.556
H  -0.227  1.378  -4.159
C  2.271  -2.865  4.649
O  1.991  -2.301  3.356
C  0.941  -1.545  3.138
O  0.764  -1.066  2.015
N  0.080  -1.321  4.156
N  -1.038  -0.512  3.932
H  3.243  -3.334  4.549
H  1.531  -3.621  4.910
H  2.331  -2.092  5.416
H  0.217  -1.738  5.062
H  -1.053  0.233  4.618
H  -1.883  -1.059  4.058
F  6.200  -2.579  -3.841
C  5.657  -2.423  -2.637
F  5.689  -3.596  -1.994
F  6.400  -1.550  -1.941
C  4.235  -1.910  -2.723
C  3.735  -1.398  -3.917
C  2.459  -0.883  -3.953
C  1.686  -0.847  -2.773
C  2.190  -1.433  -1.584
C  3.459  -1.953  -1.562
C  0.485  -0.130  -2.698
C  -0.343  0.251  -1.607
H  4.350  -1.403  -4.806
H  2.063  -0.487  -4.880
H  1.567  -1.464  -0.699
H  3.866  -2.385  -0.658

The molecular weight is 604.133 g mol⁻¹. As for the total charge: +2. The multiplicity is 1. Its orbital gap (alpha / beta) is 5.10 / 5.10 eV. As for the HOMO energy (alpha / beta): -14.2 / -14.2 eV. The value obtained for the energy above the lowest of the compared OMol25 structures with the same formula, charge and spin is 32.8 kcal/mol. The value obtained for the total energy is -1975.22394 a.u.



4.
ORCA calculation (ωB97M-V/def2-TZVPD) on a single C23H18F3NO2S2 molecule.

Cartesian coordinates (Å):
N  -0.964  -4.217  -1.578
C  -1.911  -3.067  -1.547
C  -1.403  -1.935  -0.615
S  0.270  -1.366  -1.139
C  0.740  0.103  0.061
C  -0.542  0.831  0.315
C  -1.102  0.751  1.630
C  -2.313  1.408  1.923
C  -2.868  2.250  0.954
C  -3.999  3.157  1.284
F  -4.080  3.544  2.602
F  -5.204  2.484  1.108
F  -4.057  4.226  0.459
C  -2.420  2.292  -0.322
C  -1.165  1.660  -0.627
C  1.490  -0.498  1.357
C  1.564  -1.942  1.545
C  2.241  -2.451  2.675
C  2.992  -1.612  3.531
C  2.871  -0.206  3.417
C  2.193  0.351  2.317
S  2.291  2.143  1.934
C  2.481  1.974  0.197
C  3.364  2.893  -0.472
C  3.558  2.870  -1.831
C  2.953  1.850  -2.594
C  2.122  0.866  -1.965
C  1.743  1.061  -0.605
C  -2.258  -2.619  -2.999
O  -2.536  -1.469  -3.260
O  -2.156  -3.569  -4.004
H  -0.009  -3.896  -1.486
H  -0.993  -4.673  -2.513
H  -2.802  -3.347  -1.095
H  -2.135  -1.076  -0.643
H  -1.390  -2.276  0.399
H  -0.832  -0.018  2.328
H  -2.855  1.193  2.853
H  -2.913  2.950  -1.106
H  -0.696  1.751  -1.594
H  1.018  -2.681  0.992
H  2.157  -3.573  2.722
H  3.441  -2.025  4.418
H  3.369  0.313  4.205
H  3.972  3.557  0.096
H  4.285  3.384  -2.286
H  3.123  1.811  -3.618
H  1.740  0.007  -2.545
H  -2.377  -3.165  -4.880

The molecular weight is 461.530 g mol⁻¹. Its structure (SMILES) is N[C@@H](CSC1(c2ccc(C(F)(F)F)cc2)c2ccccc2Sc2ccccc21)C(=O)O. The multiplicity is 1. Its orbital gap is 8.68 eV. As for the HOMO energy: -8.4 eV. The value obtained for the energy above the lowest of the compared OMol25 structures with the same formula, charge and spin is 42.6 kcal/mol. The value obtained for the total energy is -2188.43982 a.u.



5.
ORCA calculation (ωB97M-V/def2-TZVPD) on 2 unconnected molecules or ions with the total composition C23H18FN2O.

Cartesian coordinates (Å):
F  4.704  0.114  3.754
C  3.424  -0.120  3.320
C  3.007  -1.438  3.159
C  1.709  -1.665  2.733
C  0.787  -0.605  2.495
C  -0.566  -0.967  2.193
C  -1.753  -0.415  2.754
C  -2.881  -1.279  2.963
C  -4.117  -0.773  3.330
C  -4.308  0.607  3.516
C  -3.196  1.453  3.411
C  -1.928  0.952  3.119
C  1.285  0.719  2.621
C  2.572  0.961  3.098
H  3.678  -2.258  3.388
H  1.336  -2.682  2.608
H  -0.684  -1.968  1.777
H  -2.730  -2.355  2.826
H  -4.959  -1.451  3.468
H  -5.299  1.004  3.760
H  -3.343  2.523  3.568
H  -1.074  1.625  3.160
H  0.657  1.551  2.304
H  2.933  1.967  3.303
O  1.131  0.000  -0.767
C  0.654  -1.008  -1.312
C  1.335  -1.665  -2.472
C  0.783  -2.806  -3.094
C  1.455  -3.378  -4.187
C  2.614  -2.797  -4.703
C  3.139  -1.636  -4.107
C  2.507  -1.091  -2.990
C  -0.528  -3.393  -2.633
C  -0.891  -3.017  -1.181
C  -0.601  -1.599  -0.875
N  -1.543  -0.756  -0.432
N  -2.455  -0.164  -0.052
H  1.049  -4.287  -4.641
H  3.100  -3.216  -5.589
H  4.028  -1.149  -4.511
H  2.901  -0.215  -2.469
H  -1.332  -3.042  -3.304
H  -0.489  -4.489  -2.728
H  -1.947  -3.237  -0.971
H  -0.265  -3.660  -0.542

The molecular weight is 357.408 g mol⁻¹. As for the total charge: +1. The multiplicity is 1. Its orbital gap is 5.53 eV. As for the HOMO energy: -11.4 eV. The value obtained for the energy above the lowest of the compared OMol25 structures with the same formula, charge and spin is 7.2 kcal/mol. The value obtained for the total energy is -1171.53462 a.u.



6.
ORCA calculation (ωB97M-V/def2-TZVPD) on a molecular structure, C23H18GdI3N3OS.

Cartesian coordinates (Å):
Gd  -0.120  0.506  -0.214
I  -2.177  -4.252  -0.270
C  -1.684  -3.225  1.509
C  -1.698  -3.828  2.814
C  -1.409  -3.132  3.971
I  -1.840  -3.980  5.798
C  -0.908  -1.792  3.807
C  -0.529  -0.918  4.851
C  -0.017  0.315  4.609
C  0.144  0.761  3.249
N  -0.314  0.018  2.276
C  -0.866  -1.227  2.542
C  -1.341  -1.930  1.352
O  -1.391  -1.224  0.241
H  -2.063  -4.828  2.944
H  -0.677  -1.259  5.854
H  0.283  0.853  5.470
H  0.609  1.698  3.011
I  0.083  0.818  -3.335
C  0.030  2.896  -2.962
C  0.523  3.605  -4.026
C  0.302  4.979  -3.947
C  -0.582  5.467  -3.017
C  -1.098  4.689  -1.962
C  -2.054  5.232  -1.065
C  -2.538  4.545  -0.018
C  -2.102  3.179  0.120
C  -1.273  2.553  -0.774
C  -0.692  3.369  -1.801
H  1.092  3.103  -4.796
H  0.663  5.688  -4.673
H  -0.849  6.501  -3.109
H  -2.435  6.285  -1.290
H  -3.201  5.079  0.687
H  -2.448  2.711  1.033
S  2.757  0.038  0.204
C  2.513  -1.572  -0.511
N  2.794  -1.719  -1.811
C  2.577  -2.946  -2.562
C  1.517  -3.816  -1.919
C  1.840  -3.985  -0.417
N  1.987  -2.581  0.139
H  3.294  -0.948  -2.243
H  3.530  -3.467  -2.614
H  2.249  -2.668  -3.606
H  1.447  -4.808  -2.397
H  0.484  -3.388  -2.002
H  2.848  -4.519  -0.298
H  1.040  -4.475  0.041
H  1.699  -2.399  1.120

The molecular weight is 922.446 g mol⁻¹. As for the total charge: +1. The multiplicity is 8. Its orbital gap (alpha / beta) is 7.70 / 6.08 eV. As for the HOMO energy (alpha / beta): -10.5 / -10.5 eV. The value obtained for the total energy is -3183.53646 a.u. Its expectation value of S² is 16.08.



- Number 5 is which compound?
  C23H18FN2O